(P)
{
  "formula": "C7H9NO2",
  "method": "the ωB97M-V functional and the def2-TZVPD basis",
  "symbols": ["C", "O", "C", "C", "C", "C", "N", "C", "C", "O", "H", "H", "H", "H", "H", "H", "H", "H", "H"],
  "coordinates": [[3.0436, 0.6050, 1.4076], [2.3259, 0.5134, 0.2260], [0.9815, 0.4066, 0.2791], [0.0153, 0.3972, 1.3219], [-1.3793, 0.1258, 1.2021], [-2.1005, -0.2533, 0.0314], [-1.1970, -0.4059, -0.9712], [-1.8562, -0.6807, -2.3064], [0.1813, -0.0428, -0.9908], [0.7330, -0.2704, -2.0696], [2.9949, 1.5439, 1.9732], [4.0773, 0.3125, 1.1030], [2.6905, -0.2943, 1.9372], [0.3997, 0.3829, 2.3572], [-1.9919, 0.2268, 2.0371], [-3.1186, -0.4807, -0.0801], [-1.9444, -1.7870, -2.1515], [-2.7626, 0.0303, -2.2106], [-1.0924, -0.3291, -3.0956]],
  "lowdin_charge": [-0.0869, -0.0701, -0.1474, -0.0316, -0.0886, -0.0577, -0.1168, -0.0025, -0.3113, 0.0049, 0.1034, 0.1099, 0.0984, 0.1063, 0.0631, 0.1027, 0.1089, 0.1087, 0.1066],
  "e_lumo_ev": 0.71,
  "charge": 0,
  "smiles": "COc1cccn(C)c1=O",
  "e_homo_ev": -7.6,
  "gap_ev": 8.3
}

=====

(Q)
{
  "formula": "C7H9NO2",
  "method": "the ωB97M-V functional and the def2-TZVPD basis",
  "symbols": ["C", "C", "C", "C", "C", "C", "C", "N", "O", "O", "H", "H", "H", "H", "H", "H", "H", "H", "H"],
  "coordinates": [[-2.2356, -0.2148, -1.8558], [-2.0665, -0.0675, -0.6463], [0.6188, -1.5920, -0.0813], [-0.7479, 1.0710, 1.0106], [0.5956, 0.9261, 0.2540], [-1.6734, -0.0467, 0.6596], [2.5766, -0.2382, -0.4550], [1.1605, -0.3700, -0.0673], [0.8378, -2.7212, -0.3195], [-2.3525, -0.6851, 1.6435], [-2.3870, -0.0973, -2.8680], [-0.5790, 0.9714, 2.1582], [-1.2461, 2.0537, 0.7962], [0.5210, 1.2558, -0.7214], [1.4083, 1.4811, 0.8511], [2.4615, 0.2310, -1.4956], [3.1614, 0.3512, 0.3141], [3.0876, -1.2374, -0.3906], [-3.1410, -1.0712, 1.2134]],
  "lowdin_charge": [0.1534, -0.1298, -0.2523, -0.1068, -0.1696, -0.3981, -0.0464, -0.1687, 0.1008, 0.0553, 0.0013, 0.1500, 0.1358, 0.0905, 0.1438, 0.1199, 0.0955, 0.0996, 0.1258],
  "e_lumo_ev": [0.26, 0.69],
  "charge": 0,
  "e_homo_ev": [-6.8, -7.0],
  "gap_ev": [7.0, 7.7]
}

=====

(R)
{
  "formula": "C7H9NO2",
  "method": "the ωB97M-V functional and the def2-TZVPD basis",
  "symbols": ["C", "C", "C", "C", "C", "O", "C", "N", "O", "C", "H", "H", "H", "H", "H", "H", "H", "H", "H"],
  "coordinates": [[1.2810, -0.1175, -2.3285], [0.5661, -0.0840, -1.0143], [1.0410, 0.7013, 0.1077], [0.3553, 0.6592, 1.3331], [0.8765, 1.4476, 2.4769], [-0.8054, -0.1340, 1.5067], [-1.3173, -0.8032, 0.4248], [-2.5015, -1.3807, 0.6063], [-3.1006, -2.0187, -0.5158], [-0.6072, -0.8109, -0.8592], [0.9428, -0.9484, -2.9540], [2.3792, -0.2001, -2.1483], [1.0596, 0.8118, -2.8416], [1.9425, 1.2729, 0.0036], [0.2189, 1.2971, 3.3560], [1.8870, 1.1050, 2.6705], [0.8736, 2.5408, 2.2795], [-4.0657, -1.9556, -0.4395], [-1.0257, -1.3826, -1.6638]],
  "lowdin_charge": [-0.0534, -0.2633, 0.0060, -0.2284, -0.0286, 0.0680, -0.3035, 0.0213, -0.0994, 0.0397, 0.0814, 0.0947, 0.0828, 0.1108, 0.0958, 0.0855, 0.0998, 0.0889, 0.1020],
  "e_lumo_ev": 0.50,
  "charge": 0,
  "smiles": "Cc1cc(C)o/c(=N/O)c1",
  "e_homo_ev": -7.6,
  "gap_ev": 8.1
}

=====

Relative energies in hartree: (P) 0.0027; (Q) 0.1097; (R) 0.0000

=====

(P)
{
  "formula": "C2H3N4",
  "method": "the ωB97M-V functional and the def2-TZVPD basis",
  "symbols": ["H", "N", "C", "C", "N", "N", "N", "H", "H"],
  "coordinates": [[0.0578, 0.4165, 2.8885], [0.0054, 0.0157, 1.9809], [-0.3214, 0.4354, 0.8730], [-0.5710, -0.3056, -0.3151], [0.0828, -0.3042, -1.3939], [1.1039, -0.4685, -1.9736], [1.9209, -0.6660, -2.7019], [-0.6188, 1.5485, 0.8781], [-1.6596, -0.6717, -0.2360]],
  "lowdin_charge": [0.0886, 0.1700, -0.2312, 0.0567, 0.1782, -0.0324, 0.3953, 0.1784, 0.1964],
  "e_lumo_ev": -7.46,
  "charge": 1,
  "smiles": "[H]/N=C/C=N\\[N+]#N",
  "e_homo_ev": -14.6,
  "gap_ev": 7.1
}

=====

(Q)
{
  "formula": "C2H3N4",
  "method": "the ωB97M-V functional and the def2-TZVPD basis",
  "symbols": ["C", "C", "N", "N", "N", "N", "H", "H", "H"],
  "coordinates": [[-1.6950, -0.1254, -0.0127], [-0.4432, -0.9812, 0.0718], [-2.8710, -0.2513, -0.0409], [-0.6974, 0.8271, -0.2736], [0.3568, 0.1947, 0.0430], [1.6040, 0.5272, 0.1198], [-0.4834, -1.6276, -0.8254], [1.8660, 1.5523, 0.2725], [2.3632, -0.1158, 0.6457]],
  "lowdin_charge": [-0.4157, 0.1494, 0.3685, 0.2441, -0.1594, 0.2173, 0.1503, 0.1992, 0.2462],
  "e_lumo_ev": [-6.95, -6.93],
  "charge": 1,
  "e_homo_ev": [-15.6, -15.3],
  "gap_ev": [8.6, 8.4]
}

=====

Relative energies in hartree: (P) 0.0000; (Q) 0.1135

=====

(P)
{
  "formula": "C2H6NO2P",
  "method": "the ωB97M-V functional and the def2-TZVPD basis",
  "symbols": ["C", "N", "O", "C", "O", "P", "H", "H", "H", "H", "H", "H"],
  "coordinates": [[1.0182, -0.9455, 1.1681], [0.3312, 0.2095, 0.5320], [1.0528, 1.2585, -0.0229], [-0.9329, -0.2217, -0.4015], [-1.4597, -1.2330, -0.0419], [-1.2770, 1.2425, -1.4615], [0.2123, -1.6915, 1.4585], [1.9557, -1.2811, 0.5784], [1.3407, -0.5746, 2.1680], [0.9985, 1.8790, 0.6546], [-2.4896, 0.6259, -1.9210], [-0.7505, 0.7320, -2.7109]],
  "lowdin_charge": [-0.0788, -0.2515, -0.0981, -0.6186, 0.0196, 0.8626, 0.0944, 0.1078, 0.0724, 0.0634, -0.0962, -0.0769],
  "e_lumo_ev": 0.73,
  "charge": 0,
  "smiles": "CN(O)C(=O)P",
  "e_homo_ev": -9.0,
  "gap_ev": 9.8
}

=====

(Q)
{
  "formula": "C2H6NO2P",
  "method": "the ωB97M-V functional and the def2-TZVPD basis",
  "symbols": ["C", "P", "C", "O", "N", "O", "H", "H", "H", "H", "H", "H"],
  "coordinates": [[0.4995, -0.1865, 1.5315], [-0.4384, 0.2471, 0.0195], [0.5868, 0.4791, -1.5197], [-1.3046, 1.4314, 0.2255], [-1.5354, -1.4881, -0.2908], [-2.6733, -1.2171, -0.0798], [0.3281, 0.5927, 2.3051], [0.1733, -1.2050, 1.8352], [1.5835, -0.2258, 1.2408], [0.3283, 1.2472, -2.2345], [1.5249, 0.8247, -1.0958], [0.9274, -0.4997, -1.9369]],
  "lowdin_charge": [-0.1879, 0.6420, -0.1798, -0.3847, -0.0970, -0.0751, 0.0620, 0.0446, 0.0525, 0.0459, 0.0230, 0.0545],
  "e_lumo_ev": -0.28,
  "charge": 0,
  "smiles": "CP(C)(=O)N=O",
  "e_homo_ev": -8.5,
  "gap_ev": 8.2
}

=====

Relative energies in hartree: (P) 0.0433; (Q) 0.0000

=====

(P)
{
  "formula": "C13H24N2O4S",
  "method": "the ωB97M-V functional and the def2-TZVPD basis",
  "symbols": ["C", "C", "S", "O", "O", "N", "C", "C", "C", "C", "C", "O", "N", "C", "C", "C", "C", "C", "O", "C", "H", "H", "H", "H", "H", "H", "H", "H", "H", "H", "H", "H", "H", "H", "H", "H", "H", "H", "H", "H", "H", "H", "H", "H"],
  "coordinates": [[-4.3191, -1.8940, -0.4908], [-2.9267, -2.4667, -0.3765], [-1.7637, -1.2132, 0.2600], [-2.3947, -0.4756, 1.3133], [-0.5294, -1.8896, 0.5478], [-1.4233, -0.1379, -0.9464], [-2.3389, 0.9336, -1.2511], [-1.5436, 2.1474, -1.7298], [-0.7017, 1.7620, -2.9434], [0.2190, 0.5744, -2.6187], [1.3722, 1.0651, -1.7349], [2.3406, 1.5970, -2.2400], [1.2092, 0.9272, -0.4066], [2.2296, 1.3180, 0.5369], [2.6562, 0.1436, 1.4287], [1.5556, -0.2919, 2.4109], [2.3352, -0.5607, 3.6965], [3.4529, 0.4727, 3.5799], [3.7896, 0.5120, 2.2072], [-0.6084, -0.5826, -2.0511], [-5.0501, -2.6845, -0.6477], [-4.3892, -1.1930, -1.3184], [-4.5618, -1.3685, 0.4298], [-2.5163, -2.8100, -1.3215], [-2.8739, -3.2699, 0.3530], [-3.0471, 0.6306, -2.0378], [-2.8873, 1.1503, -0.3343], [-2.2320, 2.9526, -1.9896], [-0.8946, 2.4927, -0.9253], [-1.3628, 1.4853, -3.7692], [-0.0918, 2.6066, -3.2657], [0.6893, 0.2397, -3.5491], [0.4148, 0.4195, -0.0452], [1.8643, 2.1380, 1.1666], [3.0891, 1.6733, -0.0367], [2.9607, -0.6902, 0.7814], [1.0039, -1.1561, 2.0513], [0.8504, 0.5268, 2.5679], [1.7363, -0.4324, 4.5947], [2.7551, -1.5667, 3.6851], [4.3561, 0.2131, 4.1348], [3.1022, 1.4613, 3.9129], [-1.2421, -0.9868, -2.8576], [0.0359, -1.3789, -1.6748]],
  "lowdin_charge": [-0.1174, -0.2582, 0.6310, -0.2825, -0.3008, -0.2673, -0.1928, -0.1543, -0.1422, -0.1962, -0.4680, 0.0658, 0.0985, -0.1082, -0.3093, -0.1329, -0.1499, -0.2055, -0.0980, -0.1562, 0.0804, 0.0661, 0.0756, 0.0953, 0.1019, 0.1227, 0.1200, 0.1173, 0.1163, 0.1190, 0.1224, 0.1519, 0.1048, 0.1333, 0.1274, 0.1560, 0.0867, 0.1213, 0.1109, 0.1146, 0.1196, 0.1210, 0.1340, 0.1261],
  "e_lumo_ev": 0.42,
  "charge": 0,
  "smiles": "CCS(=O)(=O)N1CCC[C@@H](C(=O)NC[C@@H]2CCCO2)C1",
  "e_homo_ev": -9.1,
  "gap_ev": 9.5
}

=====

(Q)
{
  "formula": "C13H24N2O4S",
  "method": "the ωB97M-V functional and the def2-TZVPD basis",
  "symbols": ["C", "C", "C", "S", "O", "O", "N", "C", "C", "C", "C", "C", "O", "N", "C", "C", "O", "C", "C", "C", "H", "H", "H", "H", "H", "H", "H", "H", "H", "H", "H", "H", "H", "H", "H", "H", "H", "H", "H", "H", "H", "H", "H", "H"],
  "coordinates": [[-2.2825, -1.1061, 2.1361], [-3.0742, -1.9682, 1.1606], [-3.7641, -1.1405, 0.0944], [-2.5964, -0.6833, -1.2253], [-3.3568, -0.1441, -2.3177], [-1.7363, -1.8027, -1.4844], [-1.6560, 0.5180, -0.5124], [-2.2216, 1.8489, -0.5754], [-1.4965, 2.7437, 0.4279], [0.0035, 2.7514, 0.1463], [0.5437, 1.3190, 0.1396], [2.0143, 1.3045, -0.2657], [2.5091, 2.2263, -0.8867], [2.7466, 0.2227, 0.0905], [4.1310, 0.1312, -0.3405], [4.2939, -1.0798, -1.2618], [3.8833, -2.2649, -0.6153], [2.5370, -2.1827, -0.2158], [2.3100, -0.9965, 0.7349], [-0.2575, 0.5044, -0.8833], [-1.7475, -1.7325, 2.8460], [-2.9489, -0.4504, 2.6933], [-1.5692, -0.4945, 1.5926], [-3.8182, -2.5505, 1.7094], [-2.4042, -2.6645, 0.6534], [-4.5377, -1.7002, -0.4255], [-4.1821, -0.2161, 0.4804], [-3.2843, 1.7744, -0.3414], [-2.1268, 2.2592, -1.5901], [-1.6771, 2.3648, 1.4361], [-1.8960, 3.7562, 0.3644], [0.5284, 3.3395, 0.9006], [0.2043, 3.2051, -0.8251], [0.4142, 0.8908, 1.1371], [4.3863, 1.0543, -0.8609], [4.7702, 0.0113, 0.5410], [5.3415, -1.2249, -1.5285], [3.7011, -0.9251, -2.1756], [2.3088, -3.1234, 0.2875], [1.8849, -2.0760, -1.0963], [1.2620, -0.9551, 1.0182], [2.9204, -1.1453, 1.6351], [0.0493, -0.5407, -0.9163], [-0.1098, 0.9423, -1.8814]],
  "lowdin_charge": [-0.0992, -0.2766, -0.2207, 0.6576, -0.2891, -0.2946, -0.2475, -0.2050, -0.1585, -0.1494, -0.2090, -0.4192, 0.0683, -0.0431, -0.1064, -0.1782, -0.1276, -0.1824, -0.1142, -0.1523, 0.0740, 0.0782, 0.0409, 0.1117, 0.0992, 0.1054, 0.0964, 0.1158, 0.1328, 0.1144, 0.1159, 0.1252, 0.1229, 0.1383, 0.1237, 0.1341, 0.1278, 0.1332, 0.1299, 0.1268, 0.1110, 0.1355, 0.1005, 0.1535],
  "e_lumo_ev": 0.63,
  "charge": 0,
  "smiles": "CCCS(=O)(=O)N1CCC[C@H](C(=O)N2CCOCC2)C1",
  "e_homo_ev": -9.1,
  "gap_ev": 9.8
}

=====

Relative energies in hartree: (P) 0.0000; (Q) 0.0128